C22H53N5O11 | wB97M-V/def2-TZVPD

Each line ends with the Löwdin charge.
Cartesian coordinates (Å):
C: 1.250077 0.067896 -5.644415  -0.17
O: 2.102517 -0.596674 -4.736535  -0.12
H: 0.598307 0.772276 -5.127555  0.04
H: 1.733767 0.573716 -6.480045  0.08
H: 0.579497 -0.661974 -6.097985  0.07
H: 1.870457 -0.349134 -3.838495  0.02
C: 1.390457 -3.680324 -0.931035  -0.19
O: 1.284817 -5.054764 -1.079035  -0.10
H: 1.650217 -3.147534 -1.845785  0.07
H: 0.452767 -3.210014 -0.634955  0.04
H: 2.224467 -3.545944 -0.242225  0.09
H: 0.471337 -5.324444 -1.511615  0.07
C: -4.346073 2.248926 0.204985  -0.11
O: -5.789453 2.163366 0.579545  -0.14
H: -3.694323 1.678446 0.866715  0.06
H: -4.075033 2.008886 -0.823125  0.06
H: -4.225433 3.325936 0.321565  0.08
H: -5.838933 2.846756 1.251935  0.06
C: -0.412273 2.077696 0.738375  0.02
C: 0.951617 1.500916 0.346355  -0.30
C: 1.335257 0.274206 1.138105  -0.10
O: 1.261267 -0.655264 0.104475  0.07
C: 1.038457 -0.101104 -1.110245  -0.57
O: 1.062637 -0.717404 -2.162115  0.12
O: 0.864147 1.133936 -0.982705  0.15
H: -1.258383 1.420976 0.536115  0.08
H: -0.594563 2.947626 0.107425  0.06
H: -0.425563 2.334816 1.797535  0.09
H: 1.758097 2.225356 0.459895  0.16
H: 0.596777 0.110556 1.922945  0.09
H: 2.285327 0.357146 1.665935  0.12
C: 4.827967 1.961286 0.793825  -0.30
O: 4.841997 3.001036 1.534195  -0.05
N: 5.087477 0.706646 1.234035  -0.20
C: 4.948837 -0.421804 0.254895  -0.03
C: 5.211467 0.334336 2.598365  -0.06
H: 4.563667 1.926056 -0.274395  0.13
H: 5.904237 -0.932904 0.136155  0.09
H: 4.600387 -0.057524 -0.711535  0.08
H: 4.216987 -1.146884 0.610915  0.08
H: 5.408917 1.275766 3.111025  0.09
H: 4.212817 0.063896 2.941375  0.08
H: 5.988017 -0.401814 2.806085  0.10
C: 0.499557 0.136646 4.623115  -0.31
O: 0.646777 1.305366 4.200165  -0.03
N: 0.595487 -0.261014 5.918225  -0.18
C: 0.771357 0.776216 6.969565  -0.03
C: 0.490877 -1.670704 6.287655  -0.05
H: 0.285147 -0.728764 3.977135  0.11
H: 1.643227 0.595036 7.598145  0.08
H: -0.082713 0.748756 7.646265  0.08
H: 0.908367 1.795566 6.608665  0.08
H: 0.305027 -2.271674 5.397495  0.09
H: 1.342767 -1.961744 6.902215  0.09
H: -0.320723 -1.796204 7.004345  0.08
C: -1.996093 -0.931544 -3.959275  -0.29
O: -2.494163 0.046696 -4.578435  -0.02
N: -2.222623 -1.186534 -2.648975  -0.18
C: -2.027753 -2.524224 -2.148015  -0.06
C: -3.134063 -0.393634 -1.870305  -0.06
H: -1.302743 -1.676374 -4.379635  0.14
H: -1.301613 -3.156894 -2.658465  0.09
H: -3.001323 -3.014374 -2.143015  0.09
H: -1.572473 -2.498564 -1.157985  0.06
H: -4.189353 -0.567494 -2.080635  0.11
H: -2.912913 -0.511284 -0.809475  0.07
H: -2.883933 0.658666 -2.005145  0.08
C: -1.743973 -2.424994 1.635185  -0.29
O: -1.601213 -1.323974 2.195555  -0.02
N: -2.968023 -2.895834 1.185825  -0.17
C: -3.039293 -4.309184 0.716185  -0.05
C: -4.152593 -2.076294 1.081845  -0.06
H: -0.959553 -3.193434 1.555265  0.13
H: -3.720513 -4.856624 1.367615  0.09
H: -2.045683 -4.754074 0.770215  0.08
H: -3.461913 -4.519464 -0.266295  0.07
H: -4.627803 -2.186604 0.107105  0.09
H: -4.801283 -2.073194 1.957795  0.09
H: -3.961253 -1.013854 1.232525  0.07
C: 1.782487 3.637346 -3.562865  -0.32
O: 2.327477 2.903036 -4.409305  -0.01
N: 0.442437 3.758936 -3.371425  -0.18
C: -0.614233 3.118136 -4.205855  -0.01
C: -0.058013 4.627786 -2.304075  -0.06
H: 2.401937 4.137766 -2.802555  0.13
H: -0.819663 2.099826 -3.875785  0.07
H: -0.155893 2.943926 -5.179335  0.08
H: -1.514193 3.733066 -4.211175  0.09
H: -0.859453 4.066246 -1.824005  0.07
H: 0.733527 4.849716 -1.588315  0.09
H: -0.544463 5.506886 -2.726735  0.09

Force components x, y, z for each atom (eV/Å):
C -0.94 -0.30 0.19
O 0.57 0.05 -0.54
H 0.16 0.18 -0.08
H 0.54 0.08 0.35
H -0.14 -0.23 -0.15
H -0.15 0.03 0.01
C 0.26 0.91 -0.45
O -0.16 -1.53 -0.07
H 0.18 -0.17 -0.28
H 0.09 0.04 0.67
H -0.38 0.41 0.28
H 0.04 0.23 -0.13
C -1.38 1.23 0.64
O 1.66 -0.78 -0.75
H -0.18 0.01 0.22
H -0.88 -0.24 -0.02
H 1.16 -0.07 -0.10
H -0.39 -0.13 0.07
C 0.36 0.51 -0.12
C -0.76 2.47 2.53
C -0.98 0.94 0.43
O 0.47 -2.88 -0.57
C 1.05 -3.97 -1.28
O -0.30 0.49 1.59
O -0.27 3.05 -1.48
H 0.30 -0.56 0.06
H 0.03 0.26 0.28
H 0.02 0.13 -0.05
H -0.28 0.44 -0.21
H -0.15 -0.45 -0.27
H 0.40 -0.30 -0.61
C 0.10 2.28 2.87
O -0.15 -3.19 -2.54
N -0.20 -1.16 -2.67
C 0.09 0.72 0.76
C -0.41 1.44 0.81
H 0.14 0.59 0.05
H 0.01 0.05 -0.05
H 0.16 0.07 0.05
H -0.08 0.01 0.14
H 0.34 -0.15 0.32
H 0.08 -0.70 0.36
H -0.20 -0.03 -0.18
C 0.45 1.52 -0.12
O -0.39 -2.32 0.75
N 0.30 1.41 -0.10
C 0.00 -0.70 0.28
C -0.33 0.97 0.85
H -0.02 0.22 -0.29
H 0.18 -0.43 -0.14
H -0.18 0.05 -0.07
H -0.30 -0.40 -0.62
H 0.29 -0.06 0.22
H 0.48 -0.24 -0.61
H -0.51 -0.04 -0.25
C -1.25 2.43 -0.99
O 1.47 -2.45 1.49
N 0.23 -0.49 -0.34
C 0.41 -0.36 0.50
C 0.62 1.09 0.37
H -0.11 0.25 -0.36
H -0.17 0.41 -0.84
H 0.04 -0.39 0.29
H -0.51 0.21 0.31
H -0.04 -0.05 -0.05
H -0.16 -0.56 0.03
H -0.30 0.03 -0.58
C -1.83 1.20 1.13
O 0.11 -1.69 -1.25
N 1.36 -0.76 -0.71
C -0.35 0.41 0.86
C 0.07 1.32 0.68
H 0.12 0.29 -0.09
H 0.19 -0.10 0.35
H -0.09 0.02 0.04
H 0.21 0.85 -0.36
H -0.27 -0.26 0.34
H -0.59 -1.44 -0.11
H 1.08 0.17 -0.74
C 0.36 -2.27 -1.33
O -1.14 1.47 1.23
N -0.31 0.57 0.22
C 1.86 -0.26 0.11
C -0.32 -0.92 -0.57
H -0.25 0.35 -0.06
H -0.31 0.10 0.48
H -0.37 0.45 -0.27
H 0.20 -0.06 -0.18
H 0.05 0.06 0.43
H -0.16 0.21 -0.10
H 0.31 0.34 0.11

The energy above the lowest of the compared OMol25 structures with the same formula, charge and spin is 0.0 kcal/mol. The SMILES is C[C@H]1COC(=O)O1.CN(C)C=O.CN(C)C=O.CN(C)C=O.CN(C)C=O.CN(C)C=O.CO.CO.CO. For the LUMO energy, the calculation gives 0.21 eV.



C22H53NO10 | wB97M-V/def2-TZVPD

Each line ends with the Löwdin charge.
Cartesian coordinates (Å):
C: 10.954142 13.547161 15.370717  -0.07
C: 11.428778 12.362908 15.975651  -0.06
C: 12.717403 11.988077 15.773533  -0.01
C: 13.525320 12.760070 14.914677  -0.12
C: 13.008013 13.868583 14.212979  -0.01
C: 11.723882 14.275498 14.490093  -0.09
N: 14.912964 12.309177 14.714296  -0.35
O: 15.683777 13.214791 14.482933  0.07
O: 15.184263 11.115942 14.637594  0.08
H: 10.026461 13.955833 15.733058  0.10
H: 10.843864 11.777866 16.684797  0.11
H: 13.118701 11.083182 16.133473  0.11
H: 13.597159 14.494909 13.549663  0.11
H: 11.333333 15.180833 13.966319  0.12
C: 10.397918 16.601057 10.816144  -0.07
C: 10.934316 15.171293 10.769172  -0.23
O: 10.097965 14.316797 11.649532  -0.14
H: 9.363505 16.566410 11.085652  0.05
H: 10.363382 17.089451 9.839633  0.08
H: 10.883294 17.166329 11.606267  0.07
H: 11.958338 15.031797 11.083794  0.09
H: 10.808577 14.788648 9.687588  0.13
H: 10.796331 13.698297 11.962665  0.07
C: 7.529924 11.984255 14.486574  -0.08
C: 6.442838 11.045186 13.889338  -0.25
O: 7.025569 9.802339 13.387648  -0.09
H: 6.915238 12.732595 14.962094  0.06
H: 8.093078 12.438678 13.673508  0.05
H: 8.170342 11.525880 15.303022  0.09
H: 5.975376 11.531171 13.069084  0.09
H: 5.737303 10.608703 14.611087  0.12
H: 7.649944 10.020070 12.731531  -0.01
C: 9.195833 6.292531 8.829155  -0.06
C: 8.691350 7.754793 8.960382  -0.33
O: 8.344821 8.130737 10.251529  -0.09
H: 9.880260 6.091966 9.694510  0.08
H: 9.650062 6.117962 7.884940  0.06
H: 8.387257 5.592774 8.973870  0.06
H: 7.856179 7.766946 8.246361  0.11
H: 9.414548 8.498068 8.575830  0.10
H: 8.122036 9.082159 10.146288  0.06
C: 14.931520 11.435902 10.511260  -0.08
C: 14.014348 12.595467 10.119134  -0.36
O: 14.043648 13.685370 10.956460  -0.10
H: 15.997787 11.646885 10.412593  0.07
H: 14.599991 10.603529 9.858589  0.08
H: 14.840790 11.073079 11.560687  0.07
H: 12.977979 12.302790 10.092391  0.09
H: 14.284843 12.877007 9.053446  0.13
H: 14.965669 13.961025 11.163493  0.11
C: 8.971507 11.665354 6.533877  -0.08
C: 9.409701 12.911541 7.258695  -0.28
O: 10.739477 12.747609 7.842247  -0.10
H: 9.650496 11.397893 5.740192  0.07
H: 8.009243 11.755531 6.092038  0.07
H: 9.034884 10.816866 7.214540  0.07
H: 8.688150 13.040026 8.069954  0.09
H: 9.427378 13.784284 6.579684  0.12
H: 11.305196 12.516115 7.109340  0.07
C: 11.075240 6.893800 14.329096  -0.10
C: 9.871872 6.818403 13.456890  -0.33
O: 10.262315 7.483952 12.279072  -0.09
H: 10.823632 6.698621 15.383601  0.08
H: 11.512754 7.899293 14.208341  0.07
H: 11.859997 6.267034 13.932192  0.07
H: 9.025644 7.303844 13.890909  0.10
H: 9.659735 5.754065 13.319283  0.11
H: 9.599478 7.618136 11.606234  0.03
C: 6.037683 14.967473 11.022879  -0.08
C: 6.888691 14.249104 10.000141  -0.33
O: 7.730879 13.327985 10.636125  -0.15
H: 5.417741 15.727853 10.557361  0.07
H: 6.715001 15.410431 11.803563  0.09
H: 5.442594 14.173442 11.479821  0.08
H: 7.526767 14.944534 9.337017  0.13
H: 6.293054 13.639392 9.302370  0.12
H: 8.452002 13.754136 11.220247  0.10
C: 10.241677 10.686447 12.117854  -0.03
C: 9.562720 10.907690 10.706464  -0.30
O: 8.178310 10.761406 10.757350  -0.12
H: 11.286489 10.416055 11.924633  0.08
H: 9.799822 9.985084 12.782082  0.05
H: 10.242219 11.722252 12.537600  0.05
H: 10.035114 10.211492 10.040049  0.09
H: 9.882997 11.856286 10.279537  0.09
H: 7.846144 11.707476 10.878725  0.08

Force components x, y, z for each atom (eV/Å):
C -0.21 -0.53 1.14
C -0.86 0.99 0.27
C 1.24 0.78 -1.88
C -1.28 -0.40 0.14
C 1.41 -0.40 0.61
C -0.61 0.60 -0.59
N -0.29 0.01 -1.38
O 0.72 0.07 0.15
O -0.44 0.83 0.61
H -0.47 -0.11 -0.34
H -0.18 0.32 -0.31
H 0.42 -0.83 0.67
H 0.22 -0.50 0.08
H 0.25 -0.87 0.71
C 0.26 -0.47 0.15
C -1.82 -0.55 -1.84
O 1.97 0.10 -0.16
H -0.83 -0.26 0.34
H 0.69 0.10 0.19
H 0.17 0.40 -0.25
H 0.30 0.25 -0.09
H 0.39 0.29 1.64
H -1.20 0.12 0.10
C -1.04 -1.02 0.70
C 2.23 -2.31 0.64
O -1.36 0.23 1.57
H 0.14 0.82 0.29
H 0.30 -0.05 0.19
H -0.66 0.29 -1.28
H -0.82 0.65 -0.57
H 0.01 0.95 -0.04
H 1.14 0.41 -1.57
C 0.24 1.06 2.67
C 0.51 -1.02 -1.98
O -0.47 0.31 0.07
H -0.10 0.08 -0.98
H 0.54 -0.10 -0.72
H -0.47 -0.11 -0.12
H -0.35 0.51 0.28
H 0.16 -0.52 -0.08
H -0.20 -0.47 0.88
C -0.70 -0.74 0.47
C 1.01 -0.81 -1.59
O 1.03 1.80 1.41
H -0.08 0.10 -0.48
H 0.68 0.20 0.28
H -0.42 0.43 -0.56
H -0.40 -0.42 -0.03
H -0.27 -0.13 0.92
H -0.91 -0.42 -0.33
C 1.18 -0.52 0.30
C 0.51 -0.07 0.05
O -1.33 0.26 0.02
H 0.40 0.11 -0.54
H -0.98 0.08 -0.16
H -0.42 -0.01 0.16
H 0.45 0.47 0.14
H -0.19 -0.22 0.40
H 0.40 -0.12 -0.25
C 0.57 1.01 0.67
C 0.35 -0.27 -0.62
O 1.01 -0.06 -0.24
H 0.39 -0.10 -0.36
H -0.35 -0.10 0.46
H 0.13 -0.62 0.22
H -0.77 0.31 0.44
H -0.40 -0.01 -0.39
H -1.00 -0.12 -0.20
C 0.80 -0.16 0.32
C 0.89 0.83 -1.33
O 1.61 0.12 1.50
H -0.14 0.09 0.15
H -0.76 -0.23 -0.68
H -0.23 0.40 0.23
H -0.93 -0.68 0.98
H -0.04 0.35 0.22
H -1.12 -0.41 -1.35
C 0.56 2.64 -1.84
C 1.80 -0.72 1.42
O -0.81 1.30 0.14
H -0.13 -0.06 0.27
H -0.51 -0.61 0.28
H 0.06 -0.88 0.48
H -0.28 -0.86 -0.54
H -0.25 0.41 0.22
H -0.09 -1.24 -0.56

The energy above the lowest of the compared OMol25 structures with the same formula, charge and spin is 19.9 kcal/mol. The SMILES is O=[N+]([O-])c1ccccc1.CCO.CCO.CCO.CCO.CCO.CCO.CCO.CCO. For the LUMO energy, the calculation gives -0.37 eV.



> The highest LUMO energy belongs to which entry?

C22H53N5O11



> Look up the LUMO energy of the second one.

-0.37 eV



> The lowest LUMO energy belongs to which entry?

C22H53NO10